(1)
{
  "formula": "C15H40N9O2P2S",
  "method": "wB97M-V/def2-TZVPD",
  "species": ["N", "N", "H", "H", "N", "H", "H", "H", "C", "H", "N", "H", "C", "H", "H", "H", "P", "O", "H", "C", "C", "H", "H", "C", "C", "H", "N", "H", "C", "N", "H", "C", "H", "H", "H", "H", "C", "H", "H", "H", "H", "C", "N", "H", "H", "C", "C", "H", "N", "H", "C", "C", "H", "H", "H", "N", "P", "C", "H", "H", "H", "H", "H", "S", "H", "H", "H", "O", "H"],
  "xyz": [[2.515, 2.185, 0.281], [4.760, 1.353, -0.540], [0.980, -3.010, 0.180], [0.235, -3.063, -1.904], [-7.505, 1.576, 0.067], [-6.589, -0.718, 0.331], [0.913, 1.380, -0.823], [-0.558, -4.262, 2.209], [-2.409, -2.593, -2.485], [-3.655, -4.326, -0.077], [4.248, 3.706, 1.105], [-2.545, -3.417, -3.191], [-0.551, -0.472, 1.792], [3.953, -0.618, -0.648], [1.621, 4.100, 0.217], [-0.196, -4.390, -0.775], [4.062, 1.997, 0.888], [5.055, 1.544, 1.905], [-1.226, -2.769, 2.915], [-6.220, 1.469, -0.563], [-2.920, -4.594, 0.673], [-3.388, -2.168, -2.286], [0.436, -0.090, 2.058], [4.920, 4.121, 2.332], [1.985, 1.568, -0.921], [-1.048, -0.768, 2.729], [-1.789, -3.097, -1.262], [-1.113, 0.366, 1.371], [5.080, 1.978, -1.799], [-0.467, -1.578, 0.851], [0.560, 2.816, 0.805], [-5.932, 0.088, -1.168], [6.010, 4.021, 2.263], [4.688, 5.169, 2.539], [-5.513, 0.101, -2.181], [-3.467, -5.044, 1.506], [0.854, -2.145, 0.822], [-0.723, -4.456, -2.429], [4.539, 5.634, 0.362], [4.926, 3.051, -1.807], [1.811, 3.440, 1.845], [-0.554, -3.765, -1.598], [-2.157, -3.433, 1.124], [4.584, 3.539, 3.184], [3.957, 4.508, -0.824], [-1.470, -3.679, 2.377], [4.631, 4.596, 0.031], [-5.491, 1.649, 0.239], [-6.177, -0.998, -0.568], [-2.254, -5.355, 0.254], [1.588, 3.185, 0.814], [4.916, -0.093, -0.568], [5.413, -0.450, 0.336], [-6.053, 2.235, -1.344], [5.527, -0.401, -1.417], [-8.475, 1.796, -1.048], [-1.964, -2.083, 0.139], [-9.367, 0.996, -0.947], [1.176, -2.473, 1.825], [-2.104, -4.258, 3.052], [4.474, 1.579, -2.627], [5.669, 4.442, -0.294], [1.583, -1.398, 0.478], [-10.392, -0.193, -1.219], [6.132, 1.803, -2.055], [2.413, 0.594, -1.143], [-1.795, -1.824, -2.972], [-2.256, -0.832, -0.628], [2.108, 2.227, -1.786]],
  "forces_ev_per_angstrom": [[-0.62, -0.57, 0.97], [-0.02, -0.24, 0.24], [-0.30, 0.05, -0.08], [0.05, -0.06, 0.02], [0.42, 0.40, 0.36], [-0.19, -0.14, -0.02], [0.00, 0.09, 0.18], [0.05, 0.07, -0.04], [-0.05, 0.19, -0.09], [0.07, 0.04, -0.08], [0.42, -0.01, 0.45], [0.09, -0.10, 0.10], [-0.45, 0.31, -0.19], [0.08, -0.06, -0.08], [0.07, 0.00, -0.01], [0.07, 0.15, 0.08], [2.93, 3.29, -2.97], [-2.33, -1.80, 1.16], [0.15, 0.03, -0.17], [-0.37, 0.22, -0.06], [-0.47, -0.01, 0.12], [0.03, 0.06, 0.05], [0.10, -0.15, -0.12], [0.20, -0.05, 0.09], [-0.35, -0.61, -0.18], [0.09, 0.14, 0.06], [-0.30, 0.14, -0.43], [-0.10, -0.09, -0.02], [-0.46, 0.09, -0.42], [-0.11, 0.28, 0.30], [0.07, -0.17, -0.13], [0.06, 0.48, 0.12], [0.01, -0.02, 0.07], [-0.06, 0.01, -0.15], [0.09, -0.38, 0.02], [0.07, 0.10, 0.09], [0.23, -0.56, 0.43], [-0.07, 0.08, -0.06], [0.03, -0.03, 0.11], [-0.03, -0.06, 0.16], [0.16, 0.05, -0.02], [-0.09, -0.50, 0.40], [-1.21, 0.37, 0.23], [0.03, -0.08, -0.04], [0.07, -0.13, -0.03], [-0.22, 0.20, 0.49], [-0.57, 0.11, -0.25], [0.13, -0.13, -0.06], [0.23, 0.02, -0.19], [0.04, 0.04, -0.03], [-0.24, -0.06, 0.41], [0.14, -0.13, 0.44], [-0.05, 0.04, 0.03], [0.05, -0.03, -0.04], [0.02, 0.13, -0.05], [0.17, -0.36, 0.80], [5.19, -1.17, -3.26], [-0.08, -0.11, -1.27], [0.08, 0.07, -0.02], [-0.08, -0.03, -0.10], [0.03, -0.04, 0.02], [-0.03, 0.04, -0.06], [-0.05, 0.05, 0.03], [-0.45, -0.06, 0.35], [0.01, -0.03, 0.06], [0.25, 0.14, 0.00], [-0.05, 0.03, -0.02], [-2.73, 0.49, 2.26], [0.14, 0.01, 0.01]],
  "nbo_charge": [-0.77, -0.82, 0.21, 0.17, -0.61, 0.34, 0.21, 0.18, -0.40, 0.24, -0.79, 0.17, -0.41, 0.17, 0.19, 0.19, 2.33, -1.04, 0.22, -0.33, -0.40, 0.24, 0.20, -0.40, -0.41, 0.17, -0.79, 0.23, -0.40, -0.82, 0.20, 0.14, 0.18, 0.18, 0.13, 0.19, -0.39, 0.19, 0.19, 0.21, 0.22, -0.40, -0.76, 0.22, 0.19, -0.40, -0.41, 0.19, -0.66, 0.18, -0.40, -0.41, 0.22, 0.14, 0.20, -0.37, 2.30, 0.23, 0.16, 0.19, 0.17, 0.17, 0.18, -0.19, 0.19, 0.21, 0.17, -1.00, 0.19],
  "homo_energy_ev": -2.49,
  "total_charge": -1,
  "lumo_energy_ev": 2.1,
  "e_tot_ha": -2319.56810
}

***

(2)
{
  "formula": "C25H22N6",
  "method": "wB97M-V/def2-TZVPD",
  "species": ["C", "C", "C", "H", "N", "H", "H", "H", "H", "N", "H", "C", "H", "H", "H", "H", "C", "H", "C", "H", "H", "C", "N", "C", "H", "H", "C", "C", "H", "N", "C", "N", "N", "C", "H", "H", "C", "C", "C", "C", "H", "H", "C", "C", "H", "C", "C", "C", "C", "H", "C", "C", "C"],
  "xyz": [[-3.517, -1.183, -0.564], [5.173, -1.646, 1.252], [2.553, 0.060, 0.665], [-7.802, 1.952, -0.040], [1.757, 1.152, 1.208], [-6.302, 1.097, 1.512], [4.664, 2.609, 1.308], [0.198, -2.011, 0.254], [-7.520, -0.005, 1.237], [2.009, -1.044, 0.530], [-1.904, 0.788, 2.440], [7.219, 1.606, -1.813], [4.304, -1.870, 1.877], [-7.394, -1.024, -2.417], [0.079, 1.879, 1.339], [7.079, 2.763, -2.363], [6.083, 1.332, -1.086], [5.157, 2.034, -1.034], [-2.477, 0.424, 1.727], [-1.615, -1.351, -1.113], [9.313, 1.180, -2.648], [-1.575, -0.076, 0.654], [7.455, -1.954, 0.245], [-6.386, -1.381, -0.416], [-6.239, 1.783, -0.733], [-8.486, 0.417, -1.170], [-6.684, 0.407, 0.678], [0.845, -1.042, 0.309], [9.246, -0.965, -1.326], [2.567, 2.218, 1.241], [7.464, -0.647, -0.394], [-5.742, -0.505, 0.310], [-7.656, 0.517, -1.483], [8.526, -0.356, -1.205], [-5.765, -0.151, -2.146], [6.535, -3.223, 1.442], [3.951, 0.308, 0.719], [-2.122, -0.725, -0.486], [-3.782, 0.410, 1.225], [5.024, -0.452, 0.767], [-5.860, -2.102, -0.881], [-4.227, 0.590, 2.246], [-7.064, 1.202, -0.409], [-0.154, -0.109, 0.766], [-7.321, -1.780, -0.239], [6.420, -2.487, 0.854], [3.856, 1.920, 1.251], [0.520, 0.960, 1.107], [-4.302, -0.420, 0.389], [-3.889, -1.554, -1.351], [-6.727, -0.505, -2.054], [8.361, 0.826, -1.818], [6.150, 0.134, -0.365]],
  "forces_ev_per_angstrom": [[4.42, 7.49, 7.77], [1.56, -2.67, -0.24], [6.48, 5.29, 3.94], [0.29, -0.20, -0.22], [9.38, -3.09, -3.56], [-0.09, -0.63, -1.12], [0.12, 0.62, 0.14], [1.90, 0.48, -0.92], [-0.39, -0.79, -0.30], [5.27, -5.42, -1.84], [1.18, 2.15, 4.26], [-0.90, 4.84, -1.58], [0.65, -1.19, 0.09], [-4.90, -6.17, -5.73], [-1.69, 1.37, 0.56], [1.18, -3.75, 1.25], [-1.48, -0.54, 1.20], [1.85, -1.46, -0.31], [1.29, -3.11, -10.24], [2.51, -0.61, -1.84], [-3.03, -0.91, 2.70], [-2.31, -1.22, 0.19], [-0.88, 0.02, -0.09], [-0.56, -0.83, -7.13], [1.18, 0.65, -0.51], [-7.42, -2.68, 1.29], [0.90, 2.88, 6.63], [-13.21, -5.23, 0.89], [5.30, -4.15, -0.71], [0.47, 2.81, 2.40], [-5.30, -2.15, 1.62], [4.00, -0.63, 2.86], [8.00, 2.70, -3.68], [-5.66, 3.70, 1.79], [1.62, 0.74, -1.71], [1.17, -6.20, 3.36], [-7.87, 8.62, 3.04], [-4.09, -1.59, 2.51], [2.46, 3.06, 9.94], [6.89, 0.76, -5.96], [2.35, -2.88, -0.66], [-1.75, 0.59, -1.68], [-2.15, 4.00, -1.19], [2.42, 0.26, -1.54], [-2.00, -0.26, 1.47], [-1.34, 9.23, -2.38], [-2.76, -5.66, -2.97], [-4.47, 4.91, 1.64], [-4.20, -4.17, -5.78], [-2.63, -3.39, -5.70], [0.84, 3.81, 10.09], [3.74, 3.17, -5.10], [1.65, -2.56, 3.07]],
  "nbo_charge": [-0.22, -0.24, 0.32, 0.19, -0.16, 0.21, 0.22, 0.15, 0.19, -0.45, 0.21, -0.21, 0.23, 0.19, 0.21, 0.22, -0.24, 0.24, -0.13, 0.21, 0.20, -0.08, -0.40, -0.20, 0.18, 0.35, -0.23, 0.16, 0.22, -0.28, 0.14, -0.44, -0.62, -0.22, 0.21, 0.16, -0.15, -0.17, -0.29, -0.03, 0.19, 0.23, -0.24, -0.17, 0.19, 0.11, 0.05, 0.09, 0.18, 0.19, -0.25, -0.18, -0.03],
  "relative_energy_kj_mol": 1761.11,
  "smiles": "c1ccc2c(-c3cnn4cc(-c5ccc(N6CCNCC6)cc5)cnc34)ccnc2c1",
  "homo_energy_ev": -6.69,
  "total_charge": 0,
  "lumo_energy_ev": -0.1,
  "e_tot_ha": -1293.73138
}

***

(3)
{
  "formula": "C10H15BrNO",
  "method": "wB97M-V/def2-TZVPD",
  "species": ["H", "H", "C", "C", "Br", "H", "H", "H", "C", "H", "C", "H", "C", "H", "C", "H", "C", "H", "C", "C", "O", "H", "H", "H", "C", "N", "H", "H"],
  "xyz": [[-3.600, -1.062, 0.548], [4.705, -1.248, -1.394], [2.067, 0.087, 0.197], [-1.832, -0.262, 1.100], [0.214, -2.780, 0.079], [-0.659, 0.929, -2.042], [-2.318, 0.832, -1.996], [5.905, 0.144, -0.067], [4.193, -0.688, -0.787], [4.675, 1.810, 1.662], [-0.068, -0.823, -0.551], [-1.497, -1.177, 1.495], [2.779, 1.029, 0.935], [2.247, 1.709, 1.587], [4.186, 1.164, 0.888], [-2.070, -1.004, -0.956], [-1.494, 0.878, -1.286], [-1.292, 0.548, 1.515], [2.756, -0.751, -0.771], [4.832, 0.238, 0.077], [0.685, 0.032, 0.313], [-3.811, 0.744, 0.450], [2.297, -1.576, -1.333], [-1.470, 1.734, -0.634], [-3.330, -0.164, 1.030], [-1.389, -0.393, -0.456], [0.040, -0.852, -1.619], [-3.763, -0.170, 1.974]],
  "forces_ev_per_angstrom": [[-1.03, -1.06, -0.62], [2.81, -3.11, -3.17], [2.16, -1.20, -2.50], [-1.12, 0.75, -2.83], [-0.63, 1.38, -0.54], [-0.31, -0.05, 1.31], [-0.66, 0.05, 0.79], [0.10, 0.64, 0.68], [-5.44, 4.47, 4.40], [-0.32, -0.54, -1.29], [3.45, -1.61, 1.76], [0.31, -1.11, 0.68], [-0.09, 0.37, 0.24], [-0.25, -0.11, 0.06], [-0.94, -1.35, 0.54], [0.89, -0.25, 0.93], [0.85, 0.22, -1.29], [0.45, 0.82, 0.15], [1.35, 0.42, 1.63], [0.90, -0.73, -1.47], [-1.59, -0.80, -1.71], [1.37, -1.68, 1.09], [-0.07, 0.74, 0.20], [-0.16, 0.27, -0.01], [-0.05, 2.12, -1.85], [-3.07, 1.46, 1.36], [1.79, -0.12, -0.35], [-0.71, 0.01, 1.80]],
  "nbo_charge": [0.21, 0.21, 0.26, -0.16, 0.00, 0.24, 0.25, 0.23, -0.16, 0.25, 0.27, 0.24, -0.25, 0.23, -0.18, 0.46, -0.43, 0.24, -0.29, -0.20, -0.51, 0.23, 0.23, 0.25, -0.64, -0.43, 0.21, 0.26],
  "relative_energy_kj_mol": 0.00,
  "smiles": "CC[N@@H+](C)[C@H](Br)Oc1ccccc1",
  "homo_energy_ev": -12.02,
  "total_charge": 1,
  "lumo_energy_ev": -3.3,
  "e_tot_ha": -3093.72146
}

***

(4)
{
  "formula": "C4H4FP",
  "method": "wB97M-V/def2-TZVPD",
  "species": ["H", "H", "C", "H", "C", "C", "F", "P", "H", "C"],
  "xyz": [[-2.424, -1.249, -1.066], [1.582, 1.271, 0.700], [0.497, -0.522, 0.593], [-0.841, -2.269, 0.649], [0.663, 0.802, 0.233], [-0.596, -1.281, 0.125], [1.251, 3.211, -0.789], [-0.087, 2.001, -0.830], [1.349, -0.910, 1.273], [-1.394, -1.054, -0.888]],
  "forces_ev_per_angstrom": [[-0.43, -0.48, -0.42], [-0.96, -0.44, -0.65], [2.29, 1.53, 0.65], [0.40, 1.19, -0.35], [1.72, 0.90, 0.59], [-0.93, -2.71, 0.59], [-2.37, -2.32, 0.05], [2.16, 0.94, 0.57], [-2.00, 0.24, -1.10], [0.13, 1.15, 0.07]],
  "nbo_charge": [0.18, 0.25, -0.18, 0.24, -0.66, -0.38, -0.60, 0.98, 0.23, -0.06],
  "relative_energy_kj_mol": 398.69,
  "homo_energy_ev": [-8.13, -9.18],
  "total_charge": 0,
  "lumo_energy_ev": [-1.0, -1.7],
  "e_tot_ha": -595.86719
}